# 1
{
  "formula": "C26H72ClN8O16",
  "method": "the ωB97M-V functional and the def2-TZVPD basis",
  "species": ["Cl", "O", "O", "O", "O", "C", "O", "C", "C", "N", "C", "C", "O", "C", "H", "H", "H", "H", "H", "H", "H", "H", "H", "H", "H", "H", "H", "H", "H", "C", "O", "C", "C", "N", "C", "C", "O", "C", "H", "H", "H", "H", "H", "H", "H", "H", "H", "H", "H", "H", "H", "H", "H", "C", "O", "C", "C", "N", "C", "C", "O", "C", "H", "H", "H", "H", "H", "H", "H", "H", "H", "H", "H", "H", "H", "H", "H", "C", "O", "C", "C", "N", "C", "C", "O", "C", "H", "H", "H", "H", "H", "H", "H", "H", "H", "H", "H", "H", "H", "H", "H", "C", "O", "N", "N", "H", "H", "H", "H", "C", "O", "N", "N", "H", "H", "H", "H", "O", "H", "H", "O", "H", "H"],
  "coordinates": [[1.87614, 0.05302, 1.80146], [3.32528, 0.29909, 1.78808], [1.19725, 1.23710, 2.23040], [1.39597, -0.32366, 0.49406], [1.65756, -1.01616, 2.74342], [-5.08839, -0.00752, -8.07943], [-5.52471, 0.74416, -6.96103], [-4.68456, 1.81810, -6.59309], [-3.31289, 1.29354, -6.17796], [-3.41334, 0.23486, -5.17866], [-2.12499, -0.38645, -4.92558], [-1.17302, 0.43186, -4.08502], [0.13915, -0.06754, -4.12677], [0.87507, 0.30458, -2.95283], [-4.26335, -0.69085, -7.84027], [-4.77302, 0.71251, -8.83783], [-5.86905, -0.68800, -8.41269], [-5.16976, 2.30252, -5.74447], [-4.59567, 2.58805, -7.36813], [-2.55956, 2.01843, -5.87393], [-2.88401, 0.90189, -7.12043], [-4.09787, -0.43500, -5.49923], [-1.60433, -0.69347, -5.85653], [-2.31788, -1.40214, -4.57164], [-1.60113, 0.43187, -3.07216], [-1.11452, 1.48453, -4.39166], [1.86000, -0.13492, -3.02766], [0.37451, 0.11877, -2.00061], [0.94388, 1.39945, -3.04518], [0.98328, -5.58468, 1.02296], [1.37516, -5.62139, 2.37360], [2.52943, -4.84402, 2.64169], [2.83728, -4.73091, 4.14288], [2.19224, -3.55497, 4.71695], [0.85580, -3.87883, 5.17665], [-0.11715, -2.67703, 5.26343], [0.03611, -1.93102, 6.44028], [1.21889, -1.15616, 6.62071], [0.93818, -4.56200, 0.62384], [-0.02830, -5.98316, 0.96049], [1.72601, -6.15773, 0.45295], [2.36247, -3.82915, 2.26854], [3.39232, -5.32878, 2.15857], [3.91896, -4.55590, 4.23321], [2.78649, -5.66912, 4.69771], [2.28904, -2.80668, 4.04696], [0.86036, -4.32628, 6.17274], [0.32462, -4.54264, 4.47808], [-1.12826, -3.06634, 5.14097], [0.02993, -2.02312, 4.39033], [2.18635, -1.60604, 6.38753], [1.19634, -1.15424, 7.71665], [1.11266, -0.14841, 6.22446], [2.95247, 6.80570, -2.93814], [2.13702, 7.41768, -1.94337], [2.75000, 7.41397, -0.67987], [2.66836, 6.10027, 0.07092], [1.28080, 5.80576, 0.44443], [0.97216, 4.41200, 0.73648], [0.76225, 3.66520, -0.59562], [-0.53460, 3.93629, -1.12006], [-1.51171, 3.03187, -0.63616], [3.85063, 7.42161, -3.03091], [2.40310, 6.83663, -3.87633], [3.15650, 5.76263, -2.69399], [2.38191, 8.22910, -0.05192], [3.81538, 7.68543, -0.76641], [3.22604, 6.22247, 1.00301], [3.04647, 5.27169, -0.54011], [0.61975, 6.27719, -0.15318], [0.09133, 4.54675, 1.36791], [1.74063, 3.86169, 1.28083], [0.93561, 2.58598, -0.50731], [1.42458, 4.06968, -1.36265], [-1.43374, 2.08286, -1.16851], [-2.51355, 3.43233, -0.81044], [-1.45881, 2.98509, 0.45571], [-3.81629, -0.59350, 1.57671], [-2.61940, -0.86256, 2.27920], [-1.94496, -2.01237, 1.77697], [-1.35517, -1.80089, 0.38205], [-2.33202, -2.05772, -0.68807], [-1.80568, -2.89343, -1.75603], [-2.96576, -3.22337, -2.70963], [-3.94783, -4.02578, -2.06515], [-3.55947, -5.39963, -1.99769], [-4.34146, -1.53236, 1.36374], [-3.63657, -0.19041, 0.57142], [-4.43982, 0.13165, 2.09319], [-2.54782, -2.92827, 1.78124], [-1.13955, -2.14165, 2.49990], [-0.53326, -2.52127, 0.27882], [-0.87787, -0.82621, 0.30330], [-3.14469, -2.54888, -0.32969], [-1.37028, -3.86162, -1.47572], [-1.10128, -2.26309, -2.30597], [-2.63470, -3.75969, -3.60727], [-3.35092, -2.26564, -3.05845], [-3.35520, -5.77811, -2.99854], [-4.44384, -5.86589, -1.56307], [-2.75343, -5.54138, -1.27588], [5.10716, 0.93848, -1.62853], [5.71351, 0.95684, -2.69380], [4.23192, -0.07012, -1.34825], [5.14299, 1.92806, -0.68438], [3.92382, -0.57685, -2.15498], [3.83603, -0.20878, -0.43490], [5.91382, 2.57075, -0.76463], [4.83247, 1.76884, 0.26164], [-1.46603, 1.40009, 5.43138], [-1.72050, 1.89584, 6.52224], [-2.40955, 0.64689, 4.75618], [-0.28188, 1.52017, 4.76849], [-2.35188, 0.17492, 3.86432], [-3.23877, 0.63111, 5.32629], [0.46181, 2.02492, 5.21243], [-0.16875, 0.93294, 3.96226], [4.81462, -2.02625, 3.29179], [4.40982, -1.15054, 3.23329], [4.90833, -2.30683, 2.37651], [2.75156, 1.63469, 4.88453], [2.57717, 0.98006, 4.19519], [2.91597, 2.44694, 4.39643]],
  "forces_ev_per_angstrom": [[0.6, -0.5, -0.2], [-0.4, 0.1, -0.5], [-0.1, 0.4, 0.1], [0.5, 0.0, 0.1], [-0.4, -0.1, 0.1], [0.4, 0.2, 0.3], [-0.5, -0.4, -0.1], [0.5, 0.2, 1.0], [0.2, -0.6, -0.9], [0.3, 0.9, 0.0], [0.2, -1.3, -1.6], [-0.4, 0.4, 0.6], [-0.2, -1.3, 0.7], [-0.5, 1.4, -1.1], [0.3, 0.3, 0.1], [0.0, -0.4, -0.5], [-0.4, 0.5, -0.1], [-0.1, -0.1, 0.0], [0.1, -0.2, -0.3], [-0.5, 0.5, 0.2], [0.2, -0.2, 0.1], [0.0, -0.1, 0.2], [0.1, 0.7, -0.2], [0.1, 0.3, 0.9], [0.3, 0.0, 0.1], [-0.4, 0.0, -0.1], [0.0, -0.1, 0.1], [-0.1, -0.5, -0.1], [0.5, 0.0, 0.5], [0.4, 0.2, 0.2], [-0.5, 0.2, 0.5], [0.3, -0.8, 0.4], [1.3, 1.0, -0.7], [0.2, -1.4, 1.1], [-1.4, 1.1, -0.7], [1.4, 0.1, -0.7], [-0.5, -0.4, -0.3], [-0.4, -0.3, 1.6], [0.2, 0.0, 0.1], [0.2, -0.3, -0.1], [-0.4, 0.0, -0.4], [0.3, 0.0, -0.2], [0.0, 0.2, -0.3], [0.0, 0.2, -0.4], [-1.0, 0.1, 0.1], [-0.5, 0.3, 0.1], [0.2, -0.2, 0.0], [0.3, -0.4, 0.1], [-0.2, 0.2, 0.7], [0.2, -0.1, 0.0], [-0.3, -0.3, -0.7], [0.4, 0.8, 0.0], [0.1, 0.0, -0.2], [-0.5, 0.5, 0.3], [-0.3, -0.1, -0.1], [1.2, 0.2, 0.4], [-1.4, -0.1, 0.0], [1.3, 0.8, 0.8], [-0.3, 0.6, -1.2], [-0.8, -0.1, 0.3], [-0.3, -0.1, -0.2], [-0.2, 0.7, 0.2], [0.3, -0.4, -0.1], [-0.1, 0.0, 0.0], [0.3, 0.0, 0.0], [-0.7, -0.1, -0.2], [0.1, -0.2, -0.3], [0.4, -0.3, -0.2], [0.5, 0.1, 0.1], [-0.2, -0.4, -0.2], [-0.2, -1.1, -0.1], [0.2, 0.6, 0.3], [-0.1, 0.0, 0.0], [0.3, -0.1, 0.2], [0.1, -0.3, 0.4], [0.2, 0.2, -0.4], [0.2, -0.7, 0.0], [0.0, -0.1, -1.0], [-0.6, -0.3, -0.2], [1.0, 0.8, 0.1], [-0.2, -0.8, 0.1], [0.1, -0.4, 0.1], [-0.8, 0.5, -1.0], [0.7, 0.0, 0.1], [0.1, 0.3, -0.3], [-1.0, 0.9, 0.7], [-0.3, 0.1, 0.5], [0.3, 0.1, 0.1], [0.1, -0.2, 0.4], [-0.4, 0.2, 0.1], [0.1, -0.2, -0.1], [0.1, 0.0, 0.1], [-0.3, 0.2, 0.0], [0.0, 0.1, 0.2], [0.4, 0.3, 0.4], [0.4, -0.4, -0.1], [0.3, 0.0, 0.0], [-0.7, -0.2, 0.3], [0.2, -0.2, 0.1], [0.1, -0.4, -0.2], [0.3, -0.2, -0.3], [-0.5, -0.5, -0.5], [0.0, 0.5, 0.4], [0.3, 0.0, 0.0], [0.7, 0.6, 0.2], [0.0, -0.4, 0.2], [-0.4, 0.1, 0.0], [0.0, -0.1, -0.1], [-0.2, -0.3, -0.1], [0.0, -0.4, -0.6], [0.2, 0.1, -0.2], [-0.2, 0.7, 1.2], [-1.0, 0.0, 0.4], [0.2, 0.1, 0.2], [-0.2, -0.4, -0.5], [0.3, -0.3, -0.2], [0.6, 0.3, -0.1], [0.0, 0.0, 0.1], [-0.1, -0.1, -0.1], [0.0, 0.1, 0.0], [0.1, 0.0, 0.1], [0.0, 0.1, 0.1], [0.0, 0.0, -0.1]],
  "gap_ha": 0.298,
  "total_energy_ev": -85324.4769,
  "homo_ev": -6.0,
  "charge": -1
}

# 2
{
  "formula": "C5H7NO",
  "method": "the ωB97M-V functional and the def2-TZVPD basis",
  "species": ["C", "C", "N", "C", "C", "C", "O", "H", "H", "H", "H", "H", "H", "H"],
  "coordinates": [[-1.93081, 0.24709, 0.27276], [-0.46721, 0.03248, 0.05885], [0.03889, -1.15156, 0.77322], [0.76579, 0.09896, 0.88870], [1.81135, 0.21231, -0.18919], [1.31550, 0.18756, -1.43854], [1.11846, 0.07964, -2.59275], [-2.25194, 1.14585, -0.25258], [-2.14820, 0.31967, 1.33811], [-2.50118, -0.60661, -0.12117], [0.58105, -1.88336, 0.32158], [0.83588, 0.60939, 1.84400], [2.85990, -0.01747, -0.08610], [-0.02748, 0.72606, -0.81688]],
  "forces_ev_per_angstrom": [[-0.1, 0.3, 0.2], [-0.2, 0.9, -0.2], [0.1, 0.1, -0.5], [0.2, 0.2, 0.0], [0.3, 0.2, -0.1], [1.3, -0.4, -0.8], [0.4, 0.2, 0.8], [-0.2, 0.1, 0.2], [-0.1, 0.1, 0.0], [0.3, 0.2, 0.0], [-0.2, 0.3, -0.4], [0.2, -0.3, 0.0], [0.1, 0.1, 0.1], [-2.1, -2.1, 0.6]],
  "gap_ha": 0.352,
  "total_energy_ev": -8831.9441,
  "smiles": "C[C@@H]1N[C@H]1C=C=O",
  "homo_ev": -8.7
}

# 3
{
  "formula": "C50H42N7O9ReSi",
  "method": "the ωB97M-V functional and the def2-TZVPD basis",
  "species": ["Re", "C", "C", "C", "C", "N", "C", "C", "C", "C", "C", "C", "N", "C", "C", "C", "C", "C", "N", "H", "H", "H", "H", "H", "H", "H", "H", "H", "H", "H", "O", "C", "O", "C", "C", "C", "C", "C", "C", "O", "N", "O", "O", "N", "O", "O", "H", "H", "O", "Si", "C", "C", "C", "C", "C", "C", "C", "C", "C", "C", "C", "C", "C", "C", "C", "C", "C", "C", "H", "H", "H", "H", "H", "H", "H", "H", "H", "H", "H", "H", "H", "H", "H", "C", "C", "N", "C", "C", "C", "O", "C", "C", "C", "C", "N", "C", "H", "H", "H", "H", "H", "H", "H", "H", "H", "H", "H", "H", "H", "H"],
  "coordinates": [[0.41328, 0.06063, 0.48634], [3.64965, 3.01569, 0.21773], [2.96254, 4.13802, -0.21814], [1.62894, 4.02841, -0.57630], [1.00423, 2.79665, -0.48525], [1.67847, 1.71806, -0.04377], [2.96759, 1.82003, 0.30265], [-0.39465, 2.54872, -0.91088], [-1.22259, 3.56326, -1.33978], [-2.48535, 3.24227, -1.81235], [-2.85566, 1.91750, -1.89533], [-1.98661, 0.92983, -1.44595], [-0.79645, 1.25428, -0.90945], [-2.32675, -0.50245, -1.62221], [-3.62993, -0.95273, -1.48075], [-3.88506, -2.29814, -1.69777], [-2.83698, -3.12825, -2.05014], [-1.56630, -2.57925, -2.16638], [-1.30910, -1.29331, -1.96259], [4.69029, 3.06335, 0.50291], [3.46107, 5.09585, -0.28093], [1.08976, 4.89678, -0.92179], [3.42856, 0.91397, 0.67317], [-0.90439, 4.59282, -1.29461], [-3.15824, 4.02261, -2.14169], [-3.80494, 1.63043, -2.32261], [-4.41717, -0.28493, -1.15471], [-4.88566, -2.69051, -1.57401], [-2.98561, -4.18639, -2.21418], [-0.72191, -3.21062, -2.42531], [2.59852, -1.05582, 3.74058], [1.89023, -0.34764, 3.07722], [1.77475, -0.54645, 1.76067], [1.20544, 0.85207, 3.67261], [1.57209, 1.17056, 4.96945], [1.01702, 2.26401, 5.60351], [0.10275, 3.07926, 4.97458], [-0.25690, 2.77728, 3.67844], [0.23565, 1.63398, 3.00915], [-0.26866, 1.31353, 1.83728], [-1.18972, 3.70146, 3.02198], [-1.96959, 4.30208, 3.72904], [-1.14412, 3.81518, 1.80546], [1.38813, 2.55519, 6.99492], [0.88758, 3.53380, 7.51269], [2.16795, 1.79649, 7.53410], [2.28969, 0.54467, 5.48005], [-0.31926, 3.93645, 5.47742], [-0.82126, -1.28506, 1.06094], [-2.05809, -1.62359, 2.11740], [-3.57609, -0.58835, 1.74410], [-4.84249, -1.16807, 1.63104], [-5.96652, -0.39792, 1.36303], [-5.84567, 0.97556, 1.19528], [-4.59734, 1.57365, 1.30638], [-3.47843, 0.79832, 1.58274], [-1.46226, -1.24213, 3.84725], [-0.51900, -2.09781, 4.42502], [-0.05350, -1.88565, 5.71466], [-0.53531, -0.81488, 6.45540], [-1.47529, 0.04474, 5.90211], [-1.93448, -0.16941, 4.60925], [-2.40786, -3.44474, 1.96180], [-1.76457, -4.23583, 1.01022], [-1.99643, -5.60362, 0.93450], [-2.88479, -6.20117, 1.81635], [-3.52520, -5.43476, 2.78233], [-3.28060, -4.07198, 2.85812], [-4.95505, -2.24114, 1.73481], [-6.93813, -0.86974, 1.28595], [-6.72245, 1.57740, 0.99163], [-4.49228, 2.64663, 1.19462], [-2.51420, 1.29022, 1.67035], [-0.14347, -2.94718, 3.86309], [0.68370, -2.55451, 6.13955], [-0.17921, -0.65169, 7.46542], [-1.85893, 0.87580, 6.48236], [-2.68750, 0.49539, 4.19827], [-1.06887, -3.78819, 0.31165], [-1.46963, -6.18988, 0.19283], [-3.06985, -7.26668, 1.76283], [-4.20489, -5.90204, 3.48355], [-3.76559, -3.49423, 3.63923], [2.48706, -7.94455, -1.74420], [2.75404, -7.12353, -0.49158], [2.96933, -5.70021, -0.77783], [4.32923, -5.17711, -0.68268], [5.24441, -5.67655, -1.79056], [1.88176, -4.95455, -1.03274], [0.73570, -5.38610, -1.01058], [2.04562, -3.49939, -1.39318], [2.54723, -3.08190, -2.61538], [2.45067, -1.74245, -2.96682], [1.85667, -0.86686, -2.08677], [1.39592, -1.26486, -0.89222], [1.48460, -2.55464, -0.54970], [2.33251, -8.99043, -1.47789], [3.32414, -7.89200, -2.44095], [1.58883, -7.58692, -2.24573], [3.64281, -7.48075, 0.02912], [1.90984, -7.20309, 0.19281], [4.72978, -5.47256, 0.28997], [4.28576, -4.08986, -0.67885], [5.38544, -6.75582, -1.73087], [6.22521, -5.20830, -1.70515], [4.83662, -5.44592, -2.77617], [2.98578, -3.79788, -3.29943], [2.81273, -1.38451, -3.91970], [1.72401, 0.17849, -2.33051], [1.07766, -2.82749, 0.41505]],
  "forces_ev_per_angstrom": [[0.2, 0.1, 0.0], [0.0, 0.0, 0.0], [0.0, 0.0, 0.0], [0.0, 0.0, 0.0], [0.0, 0.0, 0.0], [-0.1, 0.0, 0.0], [0.0, 0.0, 0.0], [0.0, 0.0, 0.0], [0.0, 0.0, 0.0], [0.0, 0.0, 0.0], [0.0, 0.0, 0.0], [0.0, 0.0, 0.0], [0.1, -0.1, 0.1], [0.0, 0.0, 0.0], [0.0, 0.0, 0.1], [0.0, 0.0, 0.0], [0.0, 0.0, 0.0], [0.0, 0.0, 0.0], [0.0, 0.0, 0.0], [0.0, 0.0, 0.0], [0.0, 0.0, 0.0], [0.0, 0.0, 0.0], [0.0, 0.0, 0.0], [0.0, 0.0, 0.0], [0.0, 0.0, 0.0], [0.0, 0.0, 0.0], [0.0, 0.0, 0.0], [0.0, 0.0, 0.0], [0.0, 0.0, 0.0], [0.0, 0.0, 0.0], [0.0, 0.0, 0.0], [0.1, 0.1, 0.0], [-0.1, -0.1, 0.0], [-0.1, 0.0, 0.0], [0.0, 0.0, 0.0], [0.0, 0.0, 0.0], [0.0, 0.1, 0.0], [0.1, 0.0, 0.0], [0.0, 0.0, 0.0], [-0.1, 0.1, 0.1], [-0.3, -0.2, -0.1], [0.1, 0.0, 0.0], [0.2, 0.0, 0.1], [0.1, 0.0, 0.1], [0.0, -0.1, 0.0], [-0.1, 0.1, 0.0], [0.0, 0.0, 0.0], [0.0, 0.0, 0.0], [-0.2, -0.1, -0.3], [0.2, 0.1, 0.1], [0.0, 0.0, -0.1], [0.0, 0.0, 0.0], [0.0, 0.0, 0.0], [0.0, 0.0, 0.0], [0.0, 0.0, 0.0], [0.0, 0.0, 0.0], [-0.1, -0.1, 0.0], [0.0, 0.1, 0.0], [0.0, 0.0, 0.0], [0.0, 0.0, 0.0], [-0.1, 0.0, 0.0], [0.0, 0.0, 0.0], [0.1, 0.0, 0.1], [0.0, 0.0, 0.0], [0.0, 0.0, 0.0], [0.0, 0.0, 0.0], [0.0, 0.0, 0.0], [0.0, 0.0, 0.0], [0.0, 0.0, 0.0], [0.0, 0.0, 0.0], [0.0, 0.0, 0.0], [0.0, 0.0, 0.0], [0.0, 0.0, 0.0], [0.0, 0.0, 0.0], [0.0, 0.0, 0.0], [0.0, 0.0, 0.0], [0.0, 0.0, 0.0], [0.0, 0.0, 0.0], [0.0, 0.0, 0.0], [0.0, 0.0, 0.0], [0.0, 0.0, 0.0], [0.0, 0.0, 0.0], [0.0, 0.0, 0.0], [0.0, 0.0, 0.0], [0.0, 0.0, 0.0], [0.0, 0.0, 0.0], [0.0, 0.0, 0.0], [0.0, 0.0, 0.0], [0.0, 0.0, 0.0], [0.0, 0.0, 0.0], [0.0, 0.0, 0.0], [0.0, 0.0, 0.0], [0.0, 0.0, 0.0], [0.0, 0.0, 0.0], [-0.1, 0.0, 0.0], [0.0, 0.0, 0.0], [0.0, 0.0, 0.0], [0.0, 0.0, 0.0], [0.0, 0.0, 0.0], [0.0, 0.0, 0.0], [0.0, 0.0, 0.0], [0.0, 0.0, 0.0], [0.0, 0.0, 0.0], [0.0, 0.0, 0.0], [0.0, 0.0, 0.0], [0.0, 0.0, 0.0], [0.0, 0.0, 0.0], [0.0, 0.0, 0.0], [0.0, 0.0, 0.0], [0.0, 0.0, 0.0]],
  "gap_ha": [0.266, 0.248],
  "total_energy_ev": -91393.5098,
  "spin_multiplicity": 4,
  "homo_ev": [-10.9, -10.9],
  "charge": 1
}

What did we get for maximum force? Answer: 2.1, 3.0, 0.4 eV/Å, in the order shown.
What did we get for energy relative to the best compared isomer or geometry (same formula, charge and spin)? Answer: 101.3, 410.9, 0.0 kJ/mol, in the order shown.